Formula: C43H53F6O6PSSi
Source: OMol25
Level of theory: ωB97M-V/def2-TZVPD

XYZ file:
```
111
Properties=species:S:1:pos:R:3:forces:R:3
C 5.283829 -4.145152 -1.027818 0.348 0.301 -0.102
C 5.207070 -2.690732 -0.594990 -0.253 -0.971 -0.037
O 4.958265 -1.885908 -1.765414 0.224 0.470 0.156
P 4.839484 -0.304994 -1.477490 -0.378 0.089 -0.552
O 4.560824 -0.044217 -0.075892 -0.096 0.339 1.153
C 3.522787 0.314193 -2.530620 -0.212 0.019 -0.425
C 2.129146 0.144718 -1.930916 0.306 0.163 0.771
C 1.801239 -1.225604 -1.381850 -0.924 -0.471 -0.388
O 0.985200 -0.953269 -0.195779 -0.201 -0.157 0.111
S 0.691188 -2.307707 0.625690 0.798 -0.689 -0.975
O 0.743537 -1.940907 1.992413 -0.416 0.400 1.560
O -0.917129 -2.504215 0.301084 0.382 0.265 -0.251
C -1.191496 -2.811727 -1.043787 -0.974 0.824 0.067
F -0.940633 -4.133268 -1.280652 0.470 -0.425 -0.058
C -0.538100 -1.935013 -2.088228 0.764 -0.462 -1.040
C 0.978929 -2.162386 -2.316572 0.171 0.780 0.604
Si 1.407426 -2.191179 -4.166213 -0.238 -0.794 -0.303
C 3.195514 -2.730604 -4.469086 -0.566 0.294 -0.243
C 0.953718 -0.624167 -5.112286 0.901 -0.136 0.423
C 0.339052 -3.585745 -4.902115 0.335 0.917 0.566
O 6.160925 0.372446 -2.045988 -0.107 -0.755 -0.106
C 7.307060 -0.476125 -2.274650 0.608 0.492 -0.626
C 7.305858 -1.078746 -3.656430 -0.263 -0.123 0.154
H 4.796269 -4.282357 -1.982517 -0.194 -0.032 -0.225
H 4.799253 -4.785158 -0.305908 -0.031 -0.227 0.242
H 6.319215 -4.441782 -1.137395 0.182 -0.266 -0.097
H 4.410397 -2.595639 0.129239 -0.351 0.459 0.045
H 6.115056 -2.394864 -0.085943 0.239 0.277 -0.020
H 3.565446 -0.055659 -3.546563 0.305 -0.343 -0.216
H 3.708277 1.379250 -2.621810 0.153 0.290 0.018
H 1.345140 0.472711 -2.599579 -0.097 0.050 -0.433
H 2.079187 0.825770 -1.089998 -0.011 0.112 0.308
H 2.666365 -1.767550 -1.025540 0.374 0.106 -0.085
H -2.263974 -2.689720 -1.149155 -0.284 0.009 0.237
H -1.021525 -2.208264 -3.021353 -0.425 -0.071 -0.107
H -0.770164 -0.892120 -1.925857 -0.107 0.232 0.265
H 1.177302 -3.175439 -1.976239 0.158 -0.355 -0.119
H 3.599343 -3.306452 -3.648327 0.187 0.023 0.262
H 3.857785 -1.914100 -4.733964 0.249 0.131 0.194
H 3.165404 -3.383698 -5.334371 0.023 -0.194 -0.231
H 1.844011 -0.003085 -5.175951 0.162 0.232 -0.027
H 0.705603 -0.887978 -6.133125 -0.340 0.002 -0.175
H 0.196153 -0.010742 -4.641754 -0.418 -0.040 -0.072
H 0.850603 -3.969055 -5.775353 -0.036 -0.265 -0.211
H 0.149017 -4.362715 -4.172643 0.013 -0.359 0.027
H -0.607996 -3.154072 -5.198948 -0.352 -0.069 -0.203
H 8.166545 0.174615 -2.225996 0.148 0.335 0.296
H 7.458664 -1.227471 -1.511749 -0.385 -0.120 0.328
H 8.121109 -1.784856 -3.705206 0.262 -0.215 -0.169
H 6.385422 -1.609408 -3.865810 -0.207 -0.123 -0.043
H 7.460655 -0.314593 -4.404534 -0.012 0.207 -0.244
F 10.000947 -1.475575 -2.196150 0.095 -0.010 0.050
C 11.057026 -2.315145 -2.278830 0.205 -0.170 -0.011
C 10.857738 -3.662050 -2.057542 -0.222 -0.074 0.042
C 11.941851 -4.522285 -2.147430 0.082 0.084 -0.023
C 13.202582 -4.025591 -2.446825 0.053 -0.049 -0.004
C 13.380194 -2.665980 -2.661799 -0.064 -0.101 0.020
C 12.299771 -1.800179 -2.582517 0.029 0.235 -0.037
H 9.867448 -4.027477 -1.818314 0.000 0.024 -0.010
H 11.801424 -5.581966 -1.982964 -0.020 0.000 0.015
H 14.046599 -4.698904 -2.512528 0.001 0.005 0.000
H 14.362847 -2.277083 -2.891570 -0.005 0.019 -0.013
H 12.415101 -0.738122 -2.753727 -0.025 -0.003 0.021
F -0.508390 5.338457 1.777583 -0.029 0.030 -0.004
C 0.432562 4.371035 1.794244 0.154 -0.164 -0.002
C 0.049191 3.066391 2.030803 -0.191 -0.055 0.020
C 1.018881 2.074107 2.043550 0.084 0.018 -0.026
C 2.352341 2.397191 1.827012 0.089 -0.106 0.002
C 2.715433 3.716621 1.594307 -0.102 -0.074 0.010
C 1.750526 4.714376 1.573010 0.075 0.199 -0.045
H -0.994193 2.836026 2.202233 0.000 0.030 -0.005
H 0.737062 1.043861 2.219672 -0.013 0.001 0.002
H 3.105933 1.619719 1.837106 -0.011 -0.001 -0.053
H 3.753967 3.970948 1.428834 0.001 0.011 -0.013
H 2.012318 5.747631 1.386335 -0.032 0.004 0.021
F -6.572770 -1.293741 2.535228 0.035 -0.063 -0.049
C -5.688016 -2.315581 2.515972 0.170 -0.186 -0.014
C -6.146874 -3.600743 2.717252 -0.237 -0.044 0.036
C -5.236535 -4.647029 2.692721 0.110 0.067 -0.025
C -3.888659 -4.394071 2.477409 0.002 -0.055 -0.006
C -3.447828 -3.092222 2.281315 -0.083 -0.102 0.065
C -4.354019 -2.041942 2.295546 0.054 0.207 -0.042
H -7.200759 -3.774707 2.890204 0.002 0.028 -0.014
H -5.581059 -5.661478 2.842331 -0.023 0.004 0.015
H -3.180945 -5.212315 2.462108 0.007 0.009 0.003
H -2.399534 -2.893603 2.117969 0.007 0.035 -0.004
H -4.032812 -1.020580 2.137426 -0.016 0.000 0.026
F -11.061928 4.191344 3.659382 -0.031 -0.170 -0.077
C -10.176715 3.169044 3.641682 0.168 -0.191 -0.011
C -10.634796 1.883811 3.842357 -0.237 -0.055 0.032
C -9.723374 0.838264 3.819765 0.098 0.109 -0.018
C -8.374846 1.090455 3.607100 -0.015 0.013 0.046
C -7.937194 2.393088 3.411679 -0.109 -0.071 0.022
C -8.842868 3.444048 3.423615 0.084 0.223 -0.032
H -11.688933 1.709443 4.013425 0.002 0.031 -0.014
H -10.067261 -0.176462 3.968663 -0.018 0.002 0.014
H -7.669627 0.275662 3.594490 0.020 -0.011 0.007
H -6.886572 2.592883 3.249272 0.001 0.017 -0.013
H -8.522906 4.465828 3.265493 -0.029 0.001 0.012
F -12.251881 11.107577 5.158751 -0.007 0.029 0.004
C -11.933454 9.810432 4.972367 0.048 -0.204 -0.033
C -12.564479 9.102662 3.969660 -0.149 0.080 -0.140
C -12.231241 7.769577 3.778352 0.075 0.028 0.102
C -11.284519 7.161625 4.591393 0.052 -0.025 0.035
C -10.665395 7.892374 5.596633 -0.099 0.031 -0.107
C -10.985909 9.228574 5.789317 0.110 0.093 0.168
H -13.304803 9.592730 3.351143 0.017 0.027 0.015
H -12.712322 7.203107 2.992144 -0.017 0.004 0.000
H -11.031575 6.123423 4.440499 -0.014 0.100 0.039
H -9.929827 7.420482 6.234462 0.014 0.016 0.006
H -10.509180 9.816772 6.562320 -0.031 0.019 -0.007
```
Positions in Å, forces in eV/Å.

Summary:
charge: 0
E_LUMO: 0.40 eV
HOMO-LUMO gap: 0.3426 hartree

Formula: C18H31NO6
Source: OMol25
Level of theory: ωB97M-V/def2-TZVPD

XYZ file:
```
56
Properties=species:S:1:pos:R:3:forces:R:3
C -2.736556 -0.187286 -1.739708 -0.171 -0.586 -0.682
C -2.489897 -1.799441 -2.065574 -0.236 0.502 -1.126
C -0.902525 -2.176534 -2.242328 -0.558 -0.825 -1.471
N -0.275883 -2.886919 -1.064891 -0.582 1.992 0.165
C -0.026184 -1.983735 0.118305 2.399 0.455 0.984
C -1.247723 -1.582072 1.136678 0.410 -2.687 0.969
O -1.089669 -0.196553 1.601359 1.090 -1.448 -1.115
C 0.335722 0.211996 1.411452 -1.420 0.208 -1.975
C 1.165736 -0.321047 2.706516 0.043 -1.572 0.400
C 0.403970 -0.061523 4.169152 2.458 4.895 5.118
O 0.866296 0.828063 5.088777 -2.908 -5.903 -6.544
O -0.772088 -0.848736 4.562469 0.094 2.893 -1.245
C -1.945338 -0.021147 4.861229 -2.748 4.343 4.147
C -3.309555 -0.261837 3.926243 0.466 -0.555 -0.444
O -2.073409 0.880709 5.836285 1.773 -6.044 -6.283
C 0.180029 1.792263 1.059245 1.422 1.908 3.231
C 1.140726 2.741335 2.222180 3.324 0.325 -1.084
C 2.856179 2.630263 1.980803 -3.186 4.188 -0.278
O 1.936245 3.944653 1.617319 -1.518 -4.805 1.261
C 0.618831 -0.493189 -0.078948 -0.420 0.023 -0.504
C 2.093520 -0.296736 -0.761120 0.404 1.214 0.625
O 2.111185 -0.403062 -2.241790 -0.090 1.606 0.945
C 2.188563 0.949127 -2.824946 0.732 1.270 -0.761
C 2.176762 0.983142 -4.473587 -1.383 0.091 0.132
C 0.692956 0.411740 -4.963416 0.574 -0.209 0.188
H -2.926818 -0.034271 -0.595583 0.522 0.045 -2.246
H -3.675528 0.185765 -2.375742 2.033 -0.763 1.627
H -1.789914 0.415722 -2.147503 -2.109 -1.197 1.118
H -3.042212 -2.518574 -1.326121 1.168 1.426 -1.295
H -2.993865 -1.969629 -3.134184 1.147 0.236 2.316
H -0.847165 -2.941259 -3.157487 -0.028 1.604 2.028
H -0.345063 -1.212788 -2.600300 -0.806 -1.729 0.802
H 0.551231 -3.467437 -1.324698 -0.953 1.158 0.360
H 0.827405 -2.548830 0.731405 -2.009 0.977 -1.057
H -1.105744 -2.298487 2.075632 -0.376 1.479 -1.739
H -2.298916 -1.892854 0.722530 1.948 1.381 0.608
H 1.210253 -1.511464 2.612463 -0.254 2.530 0.177
H 2.303383 0.014039 2.749249 -2.760 -0.289 0.160
H -3.271440 0.478970 3.000887 0.117 -1.536 2.076
H -4.295330 -0.063856 4.540328 2.394 -0.249 -1.000
H -3.366987 -1.359859 3.487891 0.363 2.291 0.970
H -0.920603 2.120101 1.324478 2.217 -0.760 -0.934
H 0.545105 2.124521 -0.000128 -0.793 -0.797 2.100
H 0.721967 2.806554 3.403586 1.343 0.031 -3.580
H 3.535753 3.312157 2.679610 -1.123 -2.790 -1.153
H 3.260783 2.132987 1.002733 -0.783 0.981 2.095
H -0.129217 0.100122 -0.762632 1.455 -1.003 1.287
H 2.941504 -0.984951 -0.340029 -1.791 1.018 -0.746
H 2.422529 0.826806 -0.525754 -0.645 -2.408 -0.216
H 1.277879 1.580852 -2.430466 1.649 -1.070 -0.799
H 3.195457 1.502921 -2.499957 -2.067 -1.280 -0.359
H 3.079351 0.402465 -4.956445 -1.874 1.110 1.107
H 2.199588 2.114717 -4.853415 0.274 -2.408 1.208
H 0.312050 0.985015 -5.937763 0.832 -1.456 2.190
H 0.771788 -0.761552 -5.145899 -0.394 2.619 0.314
H -0.045120 0.608616 -4.058389 1.329 -0.428 -2.076
```
Positions in Å, forces in eV/Å.

Summary:
charge: 0
E_LUMO: 0.07 eV
HOMO-LUMO gap: 0.3375 hartree